The following is a DFT calculation (the ωB97M-V functional and the def2-TZVPD basis) of a molecular structure, C41H34I2N2O5PTi at a distorted geometry.

As for the total energy: -3854.60810 Ha. The calculation puts the HOMO energy at -9.90 eV. The energy above the lowest of the compared OMol25 structures with the same formula, charge and spin comes out at 26.6 kJ/mol. The value obtained for the HOMO-LUMO gap is 7.2 eV.

```
! wB97M-V def2-TZVPD RIJCOSX def2/J DEFGRID3
* xyz 1 1
Ti -0.0286 -0.3845 0.2210
I 1.5847 -5.0887 6.0874
C 1.3877 -3.5153 4.7646
C 1.5833 -2.1888 5.1029
C 1.2881 -1.1906 4.1991
I 1.6576 0.7841 4.6797
C 0.8266 -1.5055 2.9171
O 0.5420 -0.5437 2.0654
C 0.7044 -2.8427 2.5505
C 0.2055 -3.2448 1.2026
N 0.6753 -2.4331 0.0376
C 2.1392 -2.4763 -0.2159
C 2.8467 -1.2502 0.2867
C 4.0798 -1.3395 0.9056
C 4.7310 -0.1975 1.3340
C 4.1094 1.0178 1.1648
C 2.8782 1.0316 0.5267
N 2.2500 -0.0760 0.0972
C 0.9802 -3.8295 3.4813
H 1.9708 -1.9187 6.0828
H -0.8841 -3.1202 1.1826
H 0.4222 -4.3060 0.9936
H 0.2109 -2.8204 -0.7925
H 2.2651 -2.5328 -1.3097
H 2.5850 -3.3865 0.2056
H 4.5221 -2.3097 1.0568
H 5.6953 -0.2523 1.8422
H 4.5614 1.9403 1.5190
H 2.3552 1.9686 0.4016
H 0.8779 -4.8902 3.2200
C -0.5304 5.2744 4.3245
O -1.4115 4.2580 4.7798
C -1.5873 3.1831 3.9703
C -2.5994 2.2844 4.3303
C -2.9198 1.1997 3.5115
C -2.2140 0.9999 2.3184
C -2.6322 0.1305 1.1202
C -4.0278 -0.4007 1.1982
O -1.6854 -0.8115 0.7632
C -1.1821 1.8525 2.0333
O -0.4725 1.6329 0.8450
C -0.8564 2.9342 2.8226
H -0.5756 6.0662 5.0809
H -0.8212 5.6570 3.3524
H 0.4884 4.9004 4.2766
H -3.1693 2.4562 5.2366
H -3.7502 0.5523 3.8082
H -4.7204 0.4059 1.3631
H -4.1401 -1.1380 2.0016
H -4.2471 -0.8968 0.2603
H -0.0255 3.5508 2.5237
O -2.5999 1.0862 0.0428
C -1.2800 1.2285 -0.3379
C -1.0773 2.1575 -1.4982
C -1.4868 3.4831 -1.4815
C -1.1877 4.2982 -2.5561
C -0.4112 3.8035 -3.6135
C -0.0282 2.4680 -3.6502
C -0.3675 1.6346 -2.5825
P 0.0862 -0.1007 -2.3919
C -1.4083 -1.0617 -2.7867
C -1.2713 -2.4562 -2.8423
C -2.3848 -3.2858 -2.8568
C -3.6605 -2.7317 -2.8793
C -3.7975 -1.3499 -2.8125
C -2.6931 -0.5261 -2.7270
C 1.3011 -0.4320 -3.7164
C 0.8742 -1.0353 -4.8818
C 1.7205 -1.1397 -5.9582
C 3.0208 -0.6510 -5.8753
C 3.4700 -0.1268 -4.6768
C 2.6173 0.0013 -3.5905
H -2.0214 3.8381 -0.6168
H -1.4895 5.3323 -2.5734
H -0.0996 4.4513 -4.4328
H 0.5789 2.0938 -4.4706
H -0.2675 -2.9095 -2.8723
H -2.2712 -4.3778 -2.8775
H -4.5515 -3.3719 -2.9416
H -4.7833 -0.9135 -2.7851
H -2.8602 0.5335 -2.6284
H -0.1474 -1.4172 -4.9442
H 1.3777 -1.5909 -6.8881
H 3.6793 -0.7276 -6.7414
H 4.4947 0.1913 -4.6259
H 2.9817 0.4139 -2.6606
*
```

The following is a DFT calculation (the ωB97M-V functional and the def2-TZVPD basis) of a molecular structure, C41H35As2BrN4O4S2W.

As for the total energy: -10012.01564 Ha. The calculation puts the HOMO energy (spin up / spin down) at -13.46 / -13.59 eV. The energy above the lowest of the compared OMol25 structures with the same formula, charge and spin comes out at 0.0 kJ/mol. The value obtained for the HOMO-LUMO gap (spin up / spin down) is 7.8 / 7.3 eV.

```
! wB97M-V def2-TZVPD RIJCOSX def2/J DEFGRID3
* xyz 2 3
W -0.1113 0.1074 0.2428
C -3.1490 2.0748 -0.7138
C -2.1778 2.6093 -1.7616
As -0.6178 1.4318 -2.0857
C 0.8297 2.6185 -2.5405
C 0.6044 3.8458 -3.1568
C 1.6779 4.6680 -3.4698
C 2.9734 4.2622 -3.1785
C 3.2008 3.0300 -2.5793
C 2.1300 2.2080 -2.2566
C -1.0910 0.5503 -3.7215
C -2.3891 0.0815 -3.8847
C -2.7489 -0.5212 -5.0774
C -1.8123 -0.6621 -6.0933
C -0.5153 -0.2016 -5.9200
C -0.1485 0.4109 -4.7307
As -2.3219 1.4847 0.9597
C -2.0233 3.0702 2.0222
C -2.4720 4.3232 1.6200
C -2.2010 5.4401 2.4004
C -1.4885 5.3052 3.5842
C -1.0555 4.0506 3.9959
C -1.3215 2.9347 3.2165
C -3.7494 0.5831 1.8978
C -4.1580 -0.6980 1.5393
C -5.2205 -1.2884 2.2078
C -5.8755 -0.6090 3.2246
C -5.4712 0.6718 3.5760
C -4.4086 1.2702 2.9162
H -3.9193 2.8100 -0.4758
H -3.6721 1.1848 -1.0693
H -1.8143 3.6069 -1.5079
H -2.6834 2.6950 -2.7242
H -0.3990 4.1627 -3.4145
H 1.5029 5.6186 -3.9559
H 3.8088 4.9000 -3.4355
H 4.2129 2.7026 -2.3780
H 2.3080 1.2370 -1.8040
H -3.1135 0.1539 -3.0817
H -3.7558 -0.8927 -5.2104
H -2.0954 -1.1361 -7.0233
H 0.2129 -0.3149 -6.7116
H 0.8621 0.7797 -4.6014
H -3.0402 4.4452 0.7045
H -2.5596 6.4125 2.0895
H -1.2856 6.1740 4.1958
H -0.5217 3.9403 4.9309
H -1.0044 1.9550 3.5561
H -3.6659 -1.2297 0.7374
H -5.5395 -2.2827 1.9245
H -6.7056 -1.0749 3.7384
H -5.9836 1.2098 4.3620
H -4.1039 2.2677 3.2033
N 3.9401 0.2051 1.6241
C 3.8845 -1.1830 1.5985
C 4.8006 -2.1448 2.0036
C 4.3977 -3.4578 1.8795
C 3.1322 -3.7949 1.3739
C 2.2267 -2.8374 0.9640
C 2.6280 -1.5069 1.0781
N 1.9579 -0.3076 0.8016
C 2.7740 0.6685 1.1601
C 2.2881 2.0136 1.0356
C 2.9099 3.2128 1.1343
S 1.8229 4.4591 0.7254
C 0.6021 3.3222 0.4718
N 0.9487 2.0721 0.6811
H 4.6994 0.7602 1.9847
H 5.7730 -1.8813 2.3967
H 5.0720 -4.2487 2.1779
H 2.8632 -4.8394 1.2942
H 1.2632 -3.1137 0.5630
H 3.9373 3.4209 1.3851
H -0.3761 3.6260 0.1430
O -0.7771 -3.3596 -0.2705
S -0.8833 -2.2034 -1.1051
O -1.3777 -2.3327 -2.4246
O 0.4501 -1.4050 -1.0480
O -1.6791 -1.0972 -0.3017
Br 2.1878 -0.4314 5.5532
C 0.9016 -1.1032 4.3620
C 0.3201 -2.3542 4.5410
C -0.6063 -2.7840 3.6068
C -0.8876 -1.9930 2.5043
N -0.3215 -0.7884 2.3425
C 0.5218 -0.3430 3.2834
H 0.5913 -2.9716 5.3868
H -1.0858 -3.7476 3.7028
H -1.5438 -2.3331 1.7184
H 0.9381 0.6470 3.1471
*
```

The following is a DFT calculation (the ωB97M-V functional and the def2-TZVPD basis) of a molecular structure, C41H35ClIrNP2 at a distorted geometry.

As for the total energy: -2885.14585 Ha. The calculation puts the HOMO energy (spin up / spin down) at -3.32 / -8.01 eV. The value obtained for the HOMO-LUMO gap (spin up / spin down) is 3.7 / 6.5 eV.

```
! wB97M-V def2-TZVPD RIJCOSX def2/J DEFGRID3
* xyz 0 5
C -0.6041 -3.1508 1.7840
C -0.5382 -3.0473 0.3553
C 0.8580 -3.0006 -0.0164
H -1.3960 -2.9215 -0.3067
C 1.6334 -3.0814 1.1934
C 0.7307 -3.1566 2.3057
H 1.0216 -3.2254 3.3502
H -1.5183 -3.2010 2.3537
H 1.2584 -2.8605 -1.0304
H 2.7117 -3.0452 1.2612
Ir 0.4006 -1.3028 1.2269
Cl 2.0684 -0.0727 0.1070
P 0.3511 -0.5482 -3.0922
C 1.6161 -1.6423 -3.6873
C 1.3781 -2.4709 -4.8023
H 0.4024 -2.4606 -5.2861
C 2.4049 -3.2897 -5.2637
H 2.2382 -3.9070 -6.1451
C 3.6496 -3.3209 -4.6231
H 4.4608 -3.9489 -5.0098
C 3.8634 -2.5319 -3.4844
H 4.8220 -2.5591 -2.9690
C 2.8575 -1.7000 -3.0037
H 2.9952 -1.0988 -2.0979
C -1.3176 -1.0545 -3.4628
C -1.6827 -2.4195 -3.3664
H -0.9691 -3.1461 -2.9757
C -2.9467 -2.8191 -3.7924
H -3.2044 -3.8773 -3.7885
C -3.8786 -1.8740 -4.2389
H -4.8514 -2.1987 -4.6274
C -3.5600 -0.5053 -4.1860
H -4.3063 0.2308 -4.4820
C -2.2988 -0.0842 -3.7782
H -2.0559 0.9763 -3.7127
C 0.7078 1.1513 -3.4686
C 1.2870 1.4360 -4.7204
H 1.5472 0.6152 -5.3934
C 1.4994 2.7662 -5.0688
H 1.9172 2.9971 -6.0495
C 1.1837 3.8004 -4.1784
H 1.3350 4.8435 -4.4764
C 0.6761 3.5025 -2.9043
H 0.4570 4.3086 -2.2088
C 0.4392 2.1830 -2.5287
H 0.0723 1.9077 -1.5298
N -0.6949 0.1863 1.1464
P -0.4154 0.9548 2.5560
C 1.1647 1.7924 2.6981
C 2.3298 1.0822 3.0267
C 3.5666 1.7219 3.0377
C 3.6529 3.0878 2.7323
C 2.4916 3.8014 2.4124
C 1.2554 3.1546 2.3721
C -1.7508 2.1490 2.6909
C -1.8620 2.8623 3.8946
C -3.0093 3.6167 4.1376
C -4.0252 3.6744 3.1727
C -3.8828 3.0136 1.9483
C -2.7372 2.2427 1.6985
C -0.7404 -0.1838 3.9056
C -1.8734 -0.9969 3.7963
C -2.1625 -1.9206 4.7974
C -1.3164 -2.0144 5.9098
C -0.1687 -1.2159 6.0007
C 0.1321 -0.3045 4.9860
H 2.2844 0.0157 3.2373
H 4.4658 1.1539 3.3017
H 4.6260 3.5987 2.7710
H 2.5482 4.8717 2.2060
H 0.3526 3.7038 2.0987
H -1.0664 2.8059 4.6396
H -3.1123 4.1505 5.0885
H -4.9342 4.2432 3.3905
H -4.6653 3.0909 1.1967
H -2.6009 1.6996 0.7559
H -2.5017 -0.9508 2.9029
H -3.0433 -2.5595 4.7021
H -1.5566 -2.7253 6.7110
H 0.4984 -1.3006 6.8641
H 1.0350 0.3023 5.0326
*
```

The following is a DFT calculation (the ωB97M-V functional and the def2-TZVPD basis) of a molecular structure, C41H35ClN2PtSi2 at a distorted geometry.

As for the total energy: -2850.74048 Ha. The calculation puts the HOMO energy (spin up / spin down) at -11.95 / -13.01 eV. The energy above the lowest of the compared OMol25 structures with the same formula, charge and spin comes out at 0.0 kJ/mol. The value obtained for the HOMO-LUMO gap (spin up / spin down) is 5.7 / 4.7 eV.

```
! wB97M-V def2-TZVPD RIJCOSX def2/J DEFGRID3
* xyz 2 5
C -0.9239 -0.3888 1.4107
C -1.5840 0.2163 0.3285
C -1.2999 -0.5575 -0.8681
H -2.3119 1.0239 0.3955
C -0.4007 -1.6503 -0.4603
C -0.2042 -1.5110 0.9568
H 0.2801 -2.2415 1.5974
H -1.0238 -0.1059 2.4617
H -1.8615 -0.5662 -1.7916
H -0.2130 -2.5210 -1.0868
Pt 0.7487 0.1003 -1.2384
Si 0.2616 0.1379 -6.6901
C 0.6344 1.6525 -7.6858
C 1.9490 1.8660 -8.1296
H 2.7519 1.2026 -7.8022
C 2.2268 2.9210 -9.0032
H 3.2414 3.0621 -9.3749
C 1.2098 3.7951 -9.4037
H 1.4258 4.5969 -10.1124
C -0.0849 3.6262 -8.8998
H -0.8698 4.3364 -9.1693
C -0.3793 2.5516 -8.0545
H -1.3962 2.4079 -7.6827
C 0.8395 -1.2988 -7.7121
C 0.2923 -1.4072 -9.0060
H -0.4803 -0.7001 -9.3279
C 0.7397 -2.3961 -9.8892
H 0.3061 -2.4683 -10.8843
C 1.7352 -3.2952 -9.4928
H 2.1085 -4.0409 -10.1976
C 2.2367 -3.2251 -8.1904
H 2.9929 -3.9453 -7.8752
C 1.7785 -2.2563 -7.2893
H 2.1535 -2.2369 -6.2630
H -1.2020 -0.0311 -6.6267
Si 0.8754 0.4702 -3.5416
C 0.1479 -1.2920 -3.7626
C -1.1740 -1.3735 -4.2167
H -1.7823 -0.4707 -4.2662
C -1.7080 -2.5977 -4.6173
H -2.7281 -2.6352 -4.9986
C -0.9194 -3.7493 -4.5500
H -1.3428 -4.7103 -4.8473
C 0.3866 -3.6814 -4.0560
H 0.9958 -4.5871 -3.9859
C 0.9244 -2.4534 -3.6576
H 1.9329 -2.4058 -3.2396
C -0.2164 2.0062 -3.7306
C -1.5569 1.9543 -3.3232
H -1.9257 1.1189 -2.7240
C -2.4570 2.9455 -3.7175
H -3.5073 2.8616 -3.4252
C -2.0148 4.0190 -4.4946
H -2.7194 4.7865 -4.8106
C -0.6716 4.0996 -4.8817
H -0.3341 4.9212 -5.5173
C 0.2242 3.1051 -4.4860
H 1.2629 3.1645 -4.8138
H 1.0087 0.3990 -5.1709
Cl 2.9378 0.7358 -3.6615
C 3.5429 -2.3048 1.1220
C 2.8129 -1.8123 0.0361
N 2.2373 -0.5952 0.1008
C 2.4245 0.2112 1.1837
C 3.1211 -0.2565 2.3266
C 3.7088 -1.5366 2.2639
C 3.1023 0.6013 3.4786
C 2.4082 1.7936 3.4900
C 1.6665 2.2663 2.3545
C 0.8631 3.4230 2.3129
C 0.1197 3.6848 1.1739
C 0.1418 2.8107 0.0874
N 0.8944 1.6956 0.1337
C 1.6994 1.4433 1.2033
H 3.9539 -3.3069 1.0408
H 2.6479 -2.3900 -0.8725
H 4.2738 -1.9042 3.1212
H 3.6413 0.2635 4.3694
H 2.3888 2.4142 4.3919
H 0.8435 4.0887 3.1760
H -0.5096 4.5600 1.0986
H -0.4405 2.9736 -0.8144
*
```

The following is a DFT calculation (the ωB97M-V functional and the def2-TZVPD basis) of a molecular structure, C41H35CoN7S2Sb.

As for the total energy: -4385.60561 Ha. The calculation puts the HOMO energy (spin up / spin down) at -12.69 / -12.89 eV. The value obtained for the HOMO-LUMO gap (spin up / spin down) is 7.6 / 6.0 eV.

```
! wB97M-V def2-TZVPD RIJCOSX def2/J DEFGRID3
* xyz 2 5
Co -0.1185 1.1278 1.1943
N 0.9138 -2.1413 3.8198
C 0.7637 -0.9317 3.2694
S -0.8922 -0.4685 2.8067
N 1.7841 -0.1421 3.1261
N 1.4917 1.0266 2.5180
C 2.1564 2.1000 2.7530
C 3.3702 2.1793 3.5845
C 3.5114 3.1504 4.5807
C 4.6757 3.2259 5.3248
C 5.7121 2.3331 5.0888
C 5.5691 1.3475 4.1228
C 4.4033 1.2623 3.3822
C 1.5260 3.3108 2.1735
C 2.1589 4.5461 2.0884
C 1.4353 5.6503 1.6691
C 0.0950 5.4971 1.3498
C -0.4496 4.2268 1.3942
N 0.2460 3.1531 1.7665
H 0.1073 -2.6975 4.0368
H 1.8040 -2.3947 4.2185
H 2.6914 3.8214 4.8029
H 4.7743 3.9789 6.0951
H 6.6264 2.4029 5.6625
H 6.3675 0.6371 3.9543
H 4.2898 0.4953 2.6280
H 3.1995 4.6359 2.3589
H 1.9048 6.6224 1.6003
H -0.5136 6.3412 1.0578
H -1.4876 4.0631 1.1281
N 0.2955 2.6128 -1.6899
C 1.3613 1.7627 -1.4170
C 2.4682 1.8258 -2.2732
C 3.5148 0.9543 -2.0828
C 3.4420 0.0312 -1.0418
C 2.3411 0.0644 -0.2205
N 1.3197 0.9234 -0.3832
C -1.0141 2.6267 -1.2552
C -1.8905 3.5499 -1.8439
C -3.1981 3.6026 -1.4227
C -3.6265 2.7301 -0.4224
C -2.7092 1.8501 0.0988
N -1.4239 1.7942 -0.2965
H 0.4780 3.2659 -2.4333
H 2.4820 2.5468 -3.0806
H 4.3729 0.9823 -2.7406
H 4.2288 -0.6888 -0.8701
H 2.2584 -0.6237 0.6100
H -1.5288 4.2218 -2.6120
H -3.8837 4.3139 -1.8638
H -4.6471 2.7377 -0.0664
H -2.9868 1.1510 0.8816
S -0.5609 -1.5117 0.3930
Sb -1.7431 -2.7068 -1.2720
C -2.1191 -1.6723 -3.1040
C -3.0051 -0.6054 -3.1428
C -3.2686 0.0172 -4.3534
C -2.6540 -0.4312 -5.5146
C -1.7755 -1.5042 -5.4688
C -1.5050 -2.1333 -4.2618
C -3.5451 -3.3900 -0.3517
C -3.7261 -4.7130 0.0231
C -4.8884 -5.0663 0.6947
C -5.8480 -4.1076 0.9839
C -5.6560 -2.7869 0.6009
C -4.4994 -2.4209 -0.0693
C -0.1401 -4.0385 -1.7105
C 0.9927 -3.4292 -2.2409
C 2.1348 -4.1866 -2.4450
C 2.1431 -5.5348 -2.1102
C 1.0116 -6.1299 -1.5735
C -0.1407 -5.3830 -1.3690
H -3.5064 -0.2714 -2.2462
H -3.9656 0.8445 -4.3906
H -2.8742 0.0456 -6.4605
H -1.3081 -1.8624 -6.3764
H -0.8298 -2.9802 -4.2347
H -2.9859 -5.4688 -0.2020
H -5.0412 -6.0954 0.9912
H -6.7509 -4.3902 1.5079
H -6.4067 -2.0405 0.8239
H -4.3502 -1.3894 -0.3681
H 0.9877 -2.3723 -2.4870
H 3.0178 -3.7229 -2.8648
H 3.0362 -6.1240 -2.2694
H 1.0205 -7.1792 -1.3102
H -1.0204 -5.8536 -0.9514
*
```